Entry from the OMol25 dataset: a 3-piece molecular cluster, C16H28F3NO9 overall in a non-equilibrium geometry (the ωB97M-V functional and the def2-TZVPD basis).

XYZ file:
```
57
Properties=species:S:1:pos:R:3:forces:R:3
C -2.8290 -0.3307 -0.5181 0.571 0.152 -0.562
C -1.4305 -0.9946 0.0892 -0.784 -0.741 -0.910
F -0.8572 -1.8009 -1.0520 -0.937 1.587 2.227
C -1.7383 -2.0788 1.2980 -0.037 0.604 -0.106
C -1.1204 -1.6403 2.7604 -0.808 -0.640 -0.125
O -1.4867 -2.8212 3.6114 3.631 -1.417 0.022
C -0.2266 -3.5005 3.9866 1.250 -3.593 0.570
O 0.0863 -4.7921 4.1165 -2.743 9.329 -0.800
O 0.7180 -2.3887 4.1864 -1.616 -1.679 -2.168
C 0.5444 -1.6095 2.9158 -0.929 -1.514 0.260
N 1.1749 -0.2386 3.0215 1.479 -1.820 0.835
C 0.6462 0.5675 4.1867 0.809 0.901 7.583
O 0.8892 0.3554 5.4825 -1.893 1.455 -10.004
F -0.2206 1.7546 3.8443 2.899 -4.271 0.375
C 2.6860 -0.2770 2.9656 4.649 5.991 2.781
O 3.3801 0.7830 3.4363 -5.097 -7.907 -3.526
F 3.4759 -1.4025 2.3670 -3.739 3.437 1.815
H -3.6274 -1.1661 -0.7057 1.645 1.535 0.465
H -3.2953 0.4918 0.1720 1.047 -1.672 -1.064
H -2.6086 0.1917 -1.5686 -0.332 -1.242 2.386
H -0.6227 -0.1893 0.3648 -1.577 -1.616 -0.581
H -1.3613 -3.1708 1.0491 -0.517 2.436 0.339
H -2.9100 -2.1524 1.3900 2.397 0.155 0.104
H -1.7175 -0.7266 3.2428 1.706 -1.771 -1.127
H 1.0919 -2.3127 2.1222 -1.177 2.261 1.230
C -6.3893 -1.1974 -4.5009 0.073 0.180 0.065
O -5.2645 -1.2280 -3.6276 -0.076 -0.470 -0.167
C -4.9268 -2.5577 -3.2210 0.430 0.388 -0.171
C -3.7616 -3.1177 -4.0439 -0.530 -0.272 -0.141
O -4.1256 -3.2774 -5.4181 0.126 0.461 0.303
C -3.6588 -2.2033 -6.2273 -0.198 -0.040 -0.034
H -6.4044 -0.2270 -5.0047 0.050 -0.089 0.160
H -6.3429 -1.9805 -5.2621 0.049 0.004 0.081
H -7.3081 -1.3075 -3.9186 -0.097 -0.037 -0.067
H -5.8026 -3.2153 -3.2780 0.113 0.033 -0.096
H -4.6184 -2.5022 -2.1721 -0.005 -0.059 -0.033
H -3.5107 -4.1135 -3.6639 -0.009 0.051 0.025
H -2.8689 -2.4889 -3.9469 -0.140 0.044 0.018
H -2.5994 -2.3380 -6.4419 0.183 0.075 -0.048
H -3.8133 -1.2270 -5.7528 0.011 -0.168 0.009
H -4.2125 -2.2160 -7.1691 0.041 -0.123 0.112
C 7.2759 4.3329 1.8626 0.055 -0.199 -0.151
O 6.5703 3.1305 1.5713 -0.246 0.455 0.196
C 5.3550 3.0177 2.3183 0.003 -0.365 -0.530
C 4.1400 3.4275 1.4792 0.170 0.409 0.534
O 4.1881 4.8162 1.1389 0.245 -0.380 -0.298
C 4.6723 5.0305 -0.1824 0.107 0.114 0.190
H 8.0045 4.5032 1.0652 -0.080 -0.127 0.093
H 6.6119 5.1997 1.9139 -0.025 -0.076 0.013
H 7.8090 4.2240 2.8109 0.032 0.110 0.057
H 5.4121 3.6039 3.2433 -0.068 0.043 -0.143
H 5.2479 1.9643 2.5964 0.013 0.162 -0.026
H 3.2346 3.2780 2.0766 0.059 -0.026 0.005
H 4.0518 2.8078 0.5793 0.141 0.036 0.037
H 3.8786 4.8320 -0.9017 -0.074 -0.053 -0.202
H 5.5402 4.4021 -0.4148 -0.136 0.034 0.097
H 4.9748 6.0764 -0.2728 -0.114 -0.075 0.094
```
Forces are in eV/Å.

Properties
HOMO   -9.11 eV
Charge   0
E_LUMO   -1.64 eV
Calculated total energy   -45105.882 eV
Frontier orbital gap   7.468 eV
Maximum force   10.3 eV/Å
SMILES   C[C@H](F)C[C@H]1OC(=O)O[C@@H]1N(C(=O)F)C(=O)F.COCCOC.COCCOC

Taken from the Mulliken analysis, the atomic charges in e are: atom 1 (C): -0.9173, atom 2 (C): 0.5145, atom 3 (F): -0.3767, atom 4 (C): -0.7960, atom 5 (C): -0.0474, atom 6 (O): -0.3242, atom 7 (C): 0.5199, atom 8 (O): -0.4913, atom 9 (O): -0.3416, atom 10 (C): -0.0166, atom 11 (N): 0.3692, atom 12 (C): 0.4059, atom 13 (O): -0.4022, atom 14 (F): -0.2501, atom 15 (C): 0.5414, atom 16 (O): -0.4841, atom 17 (F): -0.2115, atom 18 (H): 0.0842, atom 19 (H): 0.3199, atom 20 (H): 0.3105, atom 21 (H): 0.2147, atom 22 (H): 0.2487, atom 23 (H): 0.3737, atom 24 (H): 0.2909, atom 25 (H): 0.4813, atom 26 (C): -0.7954, atom 27 (O): -0.3248, atom 28 (C): -0.4290, atom 29 (C): -0.4442, atom 30 (O): -0.3916, atom 31 (C): -0.7267, atom 32 (H): 0.2479, atom 33 (H): 0.3455, atom 34 (H): 0.3176, atom 35 (H): 0.3345, atom 36 (H): 0.2486, atom 37 (H): 0.3673, atom 38 (H): 0.3270, atom 39 (H): 0.3254, atom 40 (H): 0.3163, atom 41 (H): 0.2567, atom 42 (C): -0.7374, atom 43 (O): -0.3983, atom 44 (C): -0.3404, atom 45 (C): -0.2936, atom 46 (O): -0.3995, atom 47 (C): -0.7496, atom 48 (H): 0.2464, atom 49 (H): 0.3242, atom 50 (H): 0.3276, atom 51 (H): 0.2832, atom 52 (H): 0.2914, atom 53 (H): 0.2561, atom 54 (H): 0.2944, atom 55 (H): 0.3277, atom 56 (H): 0.3271, atom 57 (H): 0.2492


Entry from the OMol25 dataset: a 2-piece molecular cluster, C3H12N2O2 overall in a non-equilibrium geometry (the ωB97M-V functional and the def2-TZVPD basis).

XYZ file:
```
19
Properties=species:S:1:pos:R:3:forces:R:3
N 1.8742 -1.3456 -1.6579 -0.634 -0.802 0.638
C 1.4549 -0.7513 -0.3285 2.526 1.199 -2.629
C 0.1640 0.0353 -0.5895 3.268 1.540 1.524
N -0.4827 0.1472 0.7225 -3.535 -1.282 -0.591
C 0.6666 1.5802 -0.6207 -5.145 -0.115 -0.670
O -0.6205 2.3662 -0.7173 -0.269 -1.687 2.444
H 2.4746 -2.1651 -1.7087 -0.281 0.110 0.843
H 2.3539 -0.6742 -2.2089 0.227 0.847 -0.396
H 2.3047 0.0071 -0.0873 -1.468 -1.371 0.449
H 1.3459 -1.4828 0.4425 0.070 -0.608 0.331
H -0.3406 -0.4544 -1.4806 0.195 1.221 1.099
H -1.5002 0.2167 0.4805 0.781 0.456 0.617
H -0.5684 -0.7491 1.1982 0.606 -0.151 0.070
H 0.9812 1.9978 0.3087 1.278 -1.028 0.829
H 1.1882 1.9834 -1.4101 1.629 0.177 -2.026
H -1.0317 2.0045 0.1679 0.750 1.524 -2.479
O -3.0331 -0.7851 2.4551 -0.816 -1.117 -0.780
H -3.6965 -0.4359 3.0568 0.049 0.169 0.136
H -3.5346 -1.4952 1.9773 0.770 0.918 0.591
```
Forces are in eV/Å.

Properties
HOMO   -9.07 eV
Charge   0
E_LUMO   0.58 eV
Calculated total energy   -10378.557 eV
Relative energy (zero: lowest compared OMol25 entry of this formula, charge and spin)   69.01 kcal/mol
Frontier orbital gap   9.656 eV
Maximum force   5.2 eV/Å
SMILES   NC[C@@H](N)CO.O

Taken from the Mulliken analysis, the atomic charges in e are: atom 1 (N): -0.6153, atom 2 (C): -0.5529, atom 3 (C): 0.3762, atom 4 (N): -0.8472, atom 5 (C): -0.8664, atom 6 (O): -0.5944, atom 7 (H): 0.1855, atom 8 (H): 0.2029, atom 9 (H): 0.2087, atom 10 (H): 0.4295, atom 11 (H): 0.3826, atom 12 (H): 0.2334, atom 13 (H): 0.2244, atom 14 (H): 0.3943, atom 15 (H): 0.4806, atom 16 (H): 0.3593, atom 17 (O): -0.6330, atom 18 (H): 0.3096, atom 19 (H): 0.3221


Entry from the OMol25 dataset: a 7-piece molecular cluster, C22H50Br10N2 overall in a non-equilibrium geometry (the ωB97M-V functional and the def2-TZVPD basis).

XYZ file:
```
84
Properties=species:S:1:pos:R:3:forces:R:3
C 13.5520 -17.5771 -13.1505 0.978 0.313 -0.235
C 12.2282 -17.1776 -12.5504 -0.497 -1.206 0.084
N 11.5630 -16.0720 -13.1712 -1.213 0.854 -0.720
C 12.1625 -14.7679 -12.8669 -0.297 -0.132 -0.778
C 11.8730 -14.1568 -11.5092 -0.251 0.524 0.318
C 10.1021 -16.0832 -12.9112 -0.685 0.016 0.009
C 9.2067 -15.0950 -13.7032 1.465 0.561 -0.767
H 14.3200 -16.8082 -13.0666 -0.004 0.164 -0.173
H 13.4304 -17.8548 -14.1975 -0.082 0.326 -0.114
H 14.0047 -18.4597 -12.6985 -0.332 -0.054 0.421
H 11.6315 -18.0679 -12.7491 -0.513 0.049 0.288
H 12.2450 -17.0512 -11.4679 0.368 -0.119 0.418
H 13.2211 -14.8422 -13.1161 -0.023 0.092 0.279
H 11.7196 -14.0874 -13.5941 0.277 0.161 -0.284
H 11.9535 -14.8508 -10.6726 0.022 0.086 0.031
H 12.4466 -13.2535 -11.3011 0.769 -0.273 -0.069
H 10.8873 -13.6915 -11.5153 -0.535 -0.542 0.141
H 9.9178 -15.8988 -11.8528 -0.083 -0.005 0.405
H 9.6772 -17.0677 -13.1067 0.467 -0.259 -0.059
H 9.4787 -14.0644 -13.4749 -0.176 0.146 0.349
H 8.1208 -15.1760 -13.6552 0.148 -0.439 0.685
H 9.4231 -15.1463 -14.7703 0.163 -0.326 -0.193
C 6.9754 -12.2217 -13.9890 0.223 -1.193 -0.090
C 6.6446 -11.2067 -12.9432 0.115 1.331 0.129
N 7.2662 -11.4024 -11.6412 0.402 -0.752 1.160
C 6.6855 -12.5856 -10.8913 0.628 0.871 0.557
C 5.2889 -12.3846 -10.3386 -0.757 0.475 -0.851
C 7.3066 -10.1486 -10.8424 0.021 -0.224 -0.597
C 8.1797 -10.1850 -9.5837 -1.131 0.456 -0.374
H 6.6949 -11.9573 -15.0086 -0.404 0.252 0.183
H 6.4931 -13.1633 -13.7268 -0.011 -0.199 -0.289
H 8.0429 -12.4323 -14.0529 0.117 0.116 0.272
H 6.9969 -10.2445 -13.3149 0.109 0.231 0.095
H 5.5683 -11.0689 -12.8402 -0.417 -0.135 -0.128
H 6.8298 -13.4711 -11.5103 -0.315 0.064 -0.059
H 7.2082 -12.7863 -9.9561 1.090 0.155 -0.371
H 4.6064 -12.2076 -11.1699 -0.448 -0.148 0.178
H 4.9266 -13.1960 -9.7074 0.142 -0.235 -0.291
H 5.2428 -11.4953 -9.7100 0.143 0.072 0.016
H 6.2916 -9.8223 -10.6156 -0.304 -0.041 0.477
H 7.6530 -9.3242 -11.4656 0.284 -0.196 -0.420
H 9.2486 -10.1878 -9.7971 -0.075 -0.708 0.071
H 7.7807 -10.9701 -8.9415 0.741 -0.045 0.173
H 8.0229 -9.2349 -9.0730 -0.164 0.078 0.161
Br 12.8185 -9.8241 -6.2032 -0.393 -0.728 -0.824
C 11.7437 -11.0834 -7.3319 -0.605 0.048 0.518
C 10.5420 -11.5023 -6.4930 0.659 0.061 -0.188
Br 9.5667 -12.8252 -7.5092 -0.356 -0.208 -0.307
H 12.3104 -11.9375 -7.7025 0.371 0.308 0.342
H 11.3173 -10.5481 -8.1804 0.565 0.250 0.037
H 9.9563 -10.5914 -6.3698 -0.353 -0.481 0.418
H 10.7652 -12.0549 -5.5803 0.141 0.639 0.033
Br 9.8986 -11.4787 -17.2463 0.598 0.293 -0.117
C 11.7212 -10.8405 -17.7430 -0.242 -0.374 -0.913
C 12.7043 -11.9447 -17.3542 -0.360 0.890 0.077
Br 14.5448 -11.3276 -17.8926 -1.187 -0.549 0.537
H 11.8358 -9.8293 -17.3525 0.213 -0.523 0.566
H 11.7163 -10.7150 -18.8257 -0.212 -0.228 0.015
H 12.4522 -12.8763 -17.8607 0.351 0.241 -0.297
H 12.5882 -12.1476 -16.2896 0.816 0.225 0.093
Br 12.4258 -5.2401 -13.8967 -0.263 -0.746 0.884
C 11.8596 -6.5307 -12.4604 0.015 -0.027 -0.085
C 11.4649 -5.7931 -11.2165 -0.561 0.120 0.380
Br 10.5361 -7.0785 -9.9531 0.432 0.811 -0.675
H 12.6695 -7.2390 -12.2856 -0.086 0.142 -0.287
H 10.9659 -7.0402 -12.8205 0.366 0.003 -0.352
H 10.7110 -5.0564 -11.4940 0.060 -0.001 0.422
H 12.2717 -5.3429 -10.6382 -0.112 -0.139 -0.178
Br 12.0896 -10.1629 -10.9726 -0.895 -0.362 -0.633
C 10.4880 -10.4692 -12.1538 0.363 -0.002 -0.063
C 10.8985 -10.9436 -13.5400 -0.063 1.243 0.622
Br 11.8425 -9.4369 -14.4930 -0.173 -1.050 0.467
H 9.9126 -9.5434 -12.1563 0.316 0.066 -0.021
H 9.8580 -11.2262 -11.6867 0.227 -0.110 0.129
H 10.0095 -11.0815 -14.1554 0.149 -0.268 0.061
H 11.5090 -11.8389 -13.4220 0.238 0.230 -0.623
Br 14.7822 -12.5447 -14.0058 0.042 1.011 0.423
C 15.2013 -11.0624 -12.7495 1.352 -0.046 0.214
C 16.4318 -10.2229 -13.1429 0.072 -0.496 -0.079
Br 18.0946 -11.3402 -13.2000 -0.854 0.541 -0.253
H 15.4657 -11.5833 -11.8292 -0.324 0.016 -0.022
H 14.3426 -10.4131 -12.5790 -0.082 -0.287 -0.381
H 16.7135 -9.4858 -12.3909 -0.459 -0.194 0.238
H 16.2827 -9.6610 -14.0649 0.278 -0.479 -0.220
```
Forces are in eV/Å.

Properties
HOMO   -8.36 eV
Charge   0
E_LUMO   0.14 eV
Calculated total energy   -727029.391 eV
Frontier orbital gap   8.495 eV
Maximum force   1.7 eV/Å
SMILES   CCN(CC)CC.CCN(CC)CC.BrCCBr.BrCCBr.BrCCBr.BrCCBr.BrCCBr

Taken from the Mulliken analysis, the atomic charges in e are: atom 1 (C): -1.3231, atom 2 (C): -0.3486, atom 3 (N): 0.0742, atom 4 (C): -0.4402, atom 5 (C): -0.5557, atom 6 (C): -0.6787, atom 7 (C): -0.6296, atom 8 (H): 0.2953, atom 9 (H): 0.3121, atom 10 (H): 0.4099, atom 11 (H): 0.3971, atom 12 (H): 0.3226, atom 13 (H): 0.0692, atom 14 (H): 0.1606, atom 15 (H): 0.3430, atom 16 (H): 0.2326, atom 17 (H): 0.0542, atom 18 (H): 0.3214, atom 19 (H): 0.4803, atom 20 (H): -0.2702, atom 21 (H): 0.4788, atom 22 (H): 0.3648, atom 23 (C): -0.9022, atom 24 (C): -0.7912, atom 25 (N): 0.6864, atom 26 (C): -0.3553, atom 27 (C): -1.2328, atom 28 (C): -1.2530, atom 29 (C): -0.4424, atom 30 (H): 0.4106, atom 31 (H): 0.3593, atom 32 (H): -0.1194, atom 33 (H): 0.4471, atom 34 (H): 0.3210, atom 35 (H): 0.3986, atom 36 (H): -0.0041, atom 37 (H): 0.2803, atom 38 (H): 0.4309, atom 39 (H): 0.2584, atom 40 (H): 0.6817, atom 41 (H): 0.4711, atom 42 (H): -0.2689, atom 43 (H): 0.2657, atom 44 (H): 0.3629, atom 45 (Br): -0.1687, atom 46 (C): -0.2327, atom 47 (C): -0.5116, atom 48 (Br): -0.1711, atom 49 (H): 0.4505, atom 50 (H): -0.1352, atom 51 (H): 0.3790, atom 52 (H): 0.3865, atom 53 (Br): -0.1653, atom 54 (C): -0.6707, atom 55 (C): -0.1059, atom 56 (Br): -0.1595, atom 57 (H): 0.3171, atom 58 (H): 0.4398, atom 59 (H): 0.4431, atom 60 (H): -0.1428, atom 61 (Br): -0.1648, atom 62 (C): -0.4139, atom 63 (C): -0.5288, atom 64 (Br): -0.1369, atom 65 (H): 0.2844, atom 66 (H): 0.1925, atom 67 (H): 0.3816, atom 68 (H): 0.3818, atom 69 (Br): -0.1974, atom 70 (C): -0.4302, atom 71 (C): 0.0944, atom 72 (Br): -0.1378, atom 73 (H): 0.4754, atom 74 (H): -0.0986, atom 75 (H): 0.1864, atom 76 (H): 0.0912, atom 77 (Br): -0.0804, atom 78 (C): -0.0037, atom 79 (C): -0.7052, atom 80 (Br): -0.1830, atom 81 (H): 0.4186, atom 82 (H): -0.2804, atom 83 (H): 0.4281, atom 84 (H): 0.3994